Molecular formula: C18H31As3NO4Pt
Method: DFT, ωB97M-V/def2-TZVPD

Element x y z (Å)
Pt1 0.345 0.464 0.147
As1 -0.438 0.175 2.486
As2 -2.859 4.787 3.442
As3 -1.210 2.252 -0.332
O1 2.830 -5.285 -4.315
O2 2.091 -0.196 -0.842
O3 -0.451 -1.588 -0.648
O4 4.777 -4.386 -4.474
N1 3.644 -4.427 -4.055
C1 -2.876 1.999 2.247
C2 -1.479 5.318 4.743
C3 0.151 -2.364 -1.387
C4 0.217 0.755 4.252
C5 -0.239 3.947 -0.253
C6 -0.501 -1.752 2.774
C7 -2.000 2.427 -2.114
C8 1.940 -3.338 -2.693
C9 4.130 -2.333 -2.842
C10 1.492 -2.295 -1.868
C11 3.223 -3.356 -3.178
C12 -2.377 0.559 2.488
C13 2.389 -1.210 -1.541
C14 -2.130 5.841 1.938
C15 -2.866 2.383 0.760
C16 -4.342 2.040 2.712
C17 -2.046 2.986 3.069
C18 3.724 -1.299 -2.057
H1 0.550 3.901 -1.007
H2 -1.112 -1.998 3.645
H3 -1.051 3.096 2.612
H4 -1.052 5.730 1.870
H5 -2.354 6.890 2.120
H6 -1.200 2.502 -2.854
H7 -2.617 3.328 -2.166
H8 -2.745 0.222 3.464
H9 1.131 0.207 4.484
H10 -1.561 6.384 4.947
H11 -1.616 4.788 5.684
H12 -0.480 5.115 4.360
H13 -4.911 1.222 2.274
H14 -4.810 2.979 2.417
H15 -2.614 1.558 -2.354
H16 -0.914 -2.242 1.891
H17 -0.887 4.795 -0.476
H18 1.268 -4.140 -2.965
H19 5.138 -2.397 -3.231
H20 -0.540 0.518 5.004
H21 -4.397 1.962 3.797
H22 -1.911 2.559 4.068
H23 -2.590 5.569 0.990
H24 -0.410 -3.252 -1.726
H25 0.237 4.089 0.716
H26 -2.802 -0.112 1.730
H27 4.395 -0.492 -1.799
H28 -3.230 3.414 0.670
H29 0.513 -2.124 2.932
H30 0.435 1.821 4.279
H31 -3.576 1.737 0.229

Calculated values
Spin multiplicity: 3
Net charge: +1
Orbital gap (spin up / spin down) in eV: 7.94 / 6.15

Results of the Löwdin charge analysis, in e, for atoms 1 through 2:
1. Pt 0.8018
2. As 1.0286

=====

Molecular formula: C18H31ClN7O4Pt
Method: DFT, ωB97M-V/def2-TZVPD

Element x y z (Å)
Pt1 -0.316 1.154 -1.019
Cl1 -5.460 6.372 -0.637
O1 0.135 0.884 1.200
O2 0.021 3.314 -1.240
O3 -2.170 1.731 -1.984
O4 1.407 1.636 2.853
N1 -0.447 -1.021 -1.362
N2 2.014 1.342 -0.680
N3 1.558 -2.502 1.940
N4 3.779 -2.814 1.388
N5 -0.796 -3.337 -1.347
N6 -2.288 -1.962 -0.249
N7 3.155 -1.038 2.739
C1 -4.272 2.693 -1.610
C2 -0.869 4.163 -1.043
C3 4.461 0.579 1.258
C4 0.514 -3.565 -1.924
C5 -1.171 -2.051 -1.009
C6 1.170 1.476 1.651
C7 -3.004 -0.709 -0.083
C8 -2.272 4.001 -1.180
C9 4.375 -0.250 2.556
C10 -2.655 -2.993 0.711
C11 -1.814 -4.272 -1.824
C12 -2.851 2.759 -1.598
C13 3.664 1.910 1.141
C14 -4.456 5.004 -0.961
C15 2.825 -2.098 2.021
C16 2.210 1.972 0.631
C17 -3.099 5.103 -0.873
C18 -5.049 3.779 -1.314
H1 0.541 -3.363 -3.002
H2 -4.027 -0.941 0.212
H3 5.222 -0.938 2.593
H4 1.341 -3.291 1.353
H5 2.580 0.509 -0.774
H6 0.778 -4.612 -1.774
H7 3.541 -3.730 1.050
H8 1.970 3.032 0.524
H9 -6.128 3.707 -1.357
H10 4.241 2.531 0.453
H11 -3.632 -3.421 0.475
H12 -1.626 -4.525 -2.870
H13 2.388 -0.499 3.159
H14 4.743 -2.678 1.641
H15 -2.802 -3.824 -1.764
H16 -3.025 -0.169 -1.023
H17 -1.918 -3.791 0.727
H18 4.276 -0.093 0.414
H19 -2.713 -2.547 1.707
H20 1.265 -2.945 -1.433
H21 -2.640 6.036 -0.568
H22 -0.537 5.163 -0.724
H23 -4.729 1.750 -1.882
H24 -2.555 -0.070 0.685
H25 2.255 1.987 -1.424
H26 0.820 -1.797 2.024
H27 0.261 -1.261 -2.039
H28 4.451 0.420 3.409
H29 3.667 2.413 2.108
H30 5.507 0.884 1.188
H31 -1.812 -5.196 -1.243

Calculated values
Spin multiplicity: 3
Net charge: +1
Energy relative to the best compared isomer or geometry (same formula, charge and spin) in eV: 0.413
Orbital gap (spin up / spin down) in eV: 6.95 / 7.05

Results of the Löwdin charge analysis, in e, for atoms 1 through 2:
1. Pt 1.2358
2. Cl 0.6779

=====

Molecular formula: C18H31IrN10O4
Method: DFT, ωB97M-V/def2-TZVPD

Element x y z (Å)
Ir1 0.437 1.042 -0.634
O1 6.552 2.295 0.727
O2 0.715 2.154 0.957
O3 2.284 3.093 2.226
O4 5.083 3.227 2.121
N1 4.649 1.115 -0.807
N2 0.554 -1.786 -0.366
N3 -2.283 -0.069 -0.062
N4 -1.608 1.168 -0.331
N5 0.560 -0.700 0.440
N6 2.491 1.071 -0.705
N7 0.421 4.836 -2.352
N8 0.621 -2.839 0.344
N9 0.367 2.755 -1.734
N10 0.671 -2.459 1.626
C1 0.467 4.003 -1.307
C2 3.532 0.642 -1.398
C3 5.426 2.491 1.084
C4 -1.507 -2.607 3.690
C5 -1.512 -4.550 2.081
C6 -2.894 -1.723 -1.746
C7 0.677 -3.443 2.723
C8 -3.381 -0.492 -0.985
C9 0.284 4.105 -3.504
C10 -0.737 -3.817 3.171
C11 0.632 -1.131 1.679
C12 4.321 1.867 0.286
C13 -4.580 -0.846 -0.108
C14 2.962 1.832 0.342
C15 3.504 -0.218 -2.606
C16 0.251 2.806 -3.114
C17 1.988 2.429 1.265
C18 -3.773 0.606 -1.971
H1 -2.057 1.594 -1.145
H2 -2.971 0.849 -2.678
H3 0.224 4.561 -4.476
H4 -3.668 -2.093 -2.418
H5 -0.973 -5.425 1.719
H6 5.613 0.968 -1.087
H7 -4.305 -1.600 0.634
H8 -4.117 1.516 -1.472
H9 -5.381 -1.266 -0.715
H10 -2.474 -4.883 2.466
H11 -4.603 0.248 -2.578
H12 0.159 1.919 -3.719
H13 -2.631 -2.523 -1.053
H14 2.482 -0.527 -2.818
H15 1.221 -4.304 2.339
H16 -2.461 -2.920 4.111
H17 -1.736 -1.907 2.878
H18 3.900 0.317 -3.471
H19 1.248 -2.998 3.536
H20 4.107 -1.113 -2.456
H21 0.641 -0.536 2.578
H22 -1.764 1.832 0.430
H23 -1.708 -3.898 1.225
H24 -0.963 -2.073 4.472
H25 -2.007 -1.489 -2.339
H26 0.475 5.842 -2.293
H27 4.112 3.285 2.253
H28 -0.577 -4.503 4.008
H29 -4.966 0.034 0.410
H30 -2.565 -0.076 0.908
H31 0.568 4.314 -0.280

Calculated values
Net charge: +2
Energy relative to the best compared isomer or geometry (same formula, charge and spin) in eV: 0.034
Orbital gap in eV: 7.86

Results of the Löwdin charge analysis, in e, for atoms 1 through 2:
1. Ir 1.3982
2. O 0.1644

=====

Molecular formula: C18H31N2SeV
Method: DFT, ωB97M-V/def2-TZVPD

Element x y z (Å)
Se1 -0.652 1.586 1.594
V1 -0.350 -0.470 0.418
N1 1.598 2.886 0.250
N2 -0.251 4.010 0.043
C1 1.591 -3.363 3.232
C2 -2.936 0.732 -0.986
C3 2.559 1.862 0.589
C4 -1.644 4.405 0.126
C5 -1.854 -0.278 -1.090
C6 -1.882 -1.613 -0.537
C7 0.742 4.738 -0.595
C8 -3.007 -2.233 0.212
C9 0.200 -1.288 -1.528
C10 -0.644 -2.255 -0.886
C11 0.268 2.851 0.547
C12 -0.107 1.139 -2.411
C13 -0.364 -3.708 -0.733
C14 0.597 -1.391 1.970
C15 1.747 -2.408 2.050
C16 -0.562 -0.080 -1.692
C17 1.571 -1.528 -2.062
C18 1.894 4.036 -0.469
H1 -3.696 0.425 -0.259
H2 0.989 1.208 -2.401
H3 0.393 -0.926 2.935
H4 -2.165 3.719 0.803
H5 -3.431 0.880 -1.957
H6 1.547 -1.818 -3.124
H7 2.901 4.250 -0.785
H8 2.075 -2.335 -1.516
H9 1.015 -0.489 1.076
H10 -3.641 -2.844 -0.443
H11 -2.122 4.374 -0.865
H12 -0.318 -1.928 1.628
H13 0.638 -3.960 -1.093
H14 -0.522 2.042 -1.949
H15 1.809 -2.969 1.110
H16 1.397 -2.833 4.171
H17 3.554 2.322 0.606
H18 2.693 -1.862 2.123
H19 -1.714 5.431 0.510
H20 0.545 5.691 -1.048
H21 2.184 -0.621 -1.991
H22 2.496 -3.956 3.383
H23 -1.082 -4.308 -1.311
H24 0.757 -4.051 3.065
H25 2.557 1.045 -0.152
H26 -0.446 -4.039 0.311
H27 -3.639 -1.469 0.673
H28 -2.641 -2.886 1.013
H29 -0.432 1.123 -3.463
H30 -2.540 1.707 -0.666
H31 2.321 1.448 1.577

Calculated values
Spin multiplicity: 3
Net charge: +2
Orbital gap (spin up / spin down) in eV: 7.14 / 7.69

Results of the Löwdin charge analysis, in e, for atoms 1 through 2:
1. Se 0.9293
2. V 0.5406

=====

Molecular formula: C18H31N3O2S2
Method: DFT, ωB97M-V/def2-TZVPD

Element x y z (Å)
S1 -1.770 3.914 -1.351
S2 -0.397 -2.343 1.360
O1 0.493 -1.533 2.137
O2 -0.663 -3.682 1.800
N1 -2.869 1.790 -0.332
N2 0.201 -2.337 -0.237
N3 -1.074 1.390 -1.747
C1 1.324 1.154 -1.411
C2 -5.466 0.752 0.201
C3 1.468 2.004 -0.146
C4 -3.161 -2.039 1.340
C5 -4.301 -1.295 1.070
C6 0.284 1.028 -3.716
C7 -0.601 -3.201 -1.075
C8 4.199 0.050 1.863
C9 -1.861 2.281 -1.124
C10 2.137 1.266 1.013
C11 -1.931 -1.464 1.102
C12 -1.816 -0.188 0.595
C13 -4.225 -0.024 0.519
C14 0.216 1.677 -2.337
C15 3.560 0.809 0.698
C16 4.561 0.950 3.038
C17 -2.960 0.532 0.254
C18 1.615 -2.661 -0.267
H1 1.089 0.121 -1.137
H2 -0.539 1.373 -4.336
H3 -5.547 1.627 0.846
H4 -1.637 -2.872 -1.017
H5 -3.575 2.472 -0.093
H6 3.507 -0.724 2.203
H7 -5.451 1.095 -0.833
H8 3.541 0.152 -0.174
H9 -1.264 0.409 -1.596
H10 5.072 0.377 3.808
H11 2.159 1.939 1.872
H12 5.107 -0.444 1.506
H13 2.109 -2.045 0.479
H14 2.264 1.149 -1.962
H15 -6.350 0.138 0.352
H16 4.177 1.676 0.447
H17 1.796 -3.717 -0.037
H18 2.013 -2.434 -1.256
H19 2.037 2.906 -0.385
H20 5.219 1.754 2.715
H21 -3.211 -3.040 1.735
H22 -0.829 0.233 0.502
H23 1.541 0.396 1.297
H24 0.227 -0.055 -3.627
H25 1.218 1.288 -4.206
H26 0.287 2.765 -2.433
H27 -0.253 -3.125 -2.105
H28 0.479 2.332 0.184
H29 -5.272 -1.721 1.272
H30 -0.544 -4.245 -0.748
H31 3.670 1.388 3.480

Calculated values
Net charge: 0
SMILES: CCCCCC[C@@H](C)NC(=S)Nc1cc(S(=O)(=O)N(C)C)ccc1C
Energy relative to the best compared isomer or geometry (same formula, charge and spin) in eV: 0.140
Orbital gap in eV: 8.62

Results of the Löwdin charge analysis, in e, for atoms 1 through 2:
1. S 0.6414
2. S 0.6762

=====

Molecular formula: C18H31N3O7
Method: DFT, ωB97M-V/def2-TZVPD

Element x y z (Å)
O1 -4.370 0.308 -0.164
O2 2.690 2.326 -2.587
O3 3.960 -1.501 -0.792
O4 3.486 0.285 -2.079
O5 -0.243 2.018 1.715
O6 -0.095 0.519 3.377
O7 -3.168 -3.828 -1.557
N1 4.583 0.533 1.411
N2 -4.793 -1.879 0.075
N3 -2.671 -3.622 -3.733
C1 -1.616 -2.097 -2.128
C2 1.335 3.803 1.467
C3 -6.675 -0.314 -0.011
C4 4.061 0.753 0.132
C5 5.743 -0.372 1.514
C6 0.417 3.071 2.435
C7 3.872 -0.321 -0.907
C8 -5.592 -3.081 0.185
C9 -5.189 -0.593 -0.038
C10 -2.020 -3.053 -4.896
C11 -2.037 0.477 1.977
C12 -2.544 -3.249 -2.436
C13 7.051 0.396 1.749
C14 2.791 3.323 1.554
C15 -0.711 0.977 2.456
C16 3.503 3.272 0.185
C17 3.197 1.614 -1.786
C18 3.618 1.900 -0.388
H1 -0.343 3.735 2.854
H2 -6.818 0.758 -0.115
H3 3.358 3.979 2.215
H4 5.570 -1.074 2.329
H5 -1.413 -3.804 -5.406
H6 -5.361 -3.740 -0.651
H7 2.808 2.331 2.007
H8 -6.652 -2.845 0.175
H9 1.272 4.873 1.678
H10 3.848 0.252 2.047
H11 6.848 1.403 2.110
H12 5.836 -0.985 0.617
H13 -3.302 -4.395 -3.872
H14 -2.826 0.936 2.574
H15 7.619 0.489 0.821
H16 4.488 3.741 0.232
H17 7.689 -0.137 2.454
H18 0.937 3.662 0.460
H19 0.984 2.642 3.263
H20 -7.183 -0.823 -0.830
H21 -1.942 -1.186 -2.630
H22 -1.623 -1.926 -1.056
H23 2.922 3.852 -0.536
H24 -3.793 -2.011 0.048
H25 -1.372 -2.235 -4.601
H26 -2.219 0.685 0.927
H27 -2.078 -0.597 2.154
H28 -7.118 -0.645 0.929
H29 -2.757 -2.668 -5.602
H30 -0.596 -2.323 -2.440
H31 -5.364 -3.611 1.111

Calculated values
Net charge: 0
SMILES: CCNC1=C(CCCCOC(C)=O)C(=O)OC1=O.CNC(C)=O.CNC(C)=O
Energy relative to the best compared isomer or geometry (same formula, charge and spin) in eV: 0.000
Orbital gap in eV: 8.79

Results of the Löwdin charge analysis, in e, for atoms 1 through 2:
1. O 0.0104
2. O 0.1813

=====

Molecular formula: C18H31N4O7PRu
Method: DFT, ωB97M-V/def2-TZVPD

Element x y z (Å)
Ru1 -0.593 -0.884 -0.327
P1 -2.259 -1.522 1.024
O1 1.269 0.361 2.990
O2 -3.165 -0.292 1.268
O3 -3.063 -2.703 0.408
O4 -1.753 -0.097 -1.627
O5 -1.758 -1.998 2.405
O6 -3.181 1.556 -2.178
O7 0.734 -0.697 1.075
N1 2.203 -3.343 -1.925
N2 0.285 -2.608 -0.823
N3 -0.873 1.024 0.352
N4 0.414 -2.517 -3.153
C1 -1.255 3.544 1.273
C2 -1.029 -2.550 -3.379
C3 -4.399 -0.356 2.102
C4 -1.708 1.825 -0.302
C5 -5.505 0.344 1.364
C6 -1.041 -3.261 2.675
C7 0.675 0.322 1.963
C8 -0.223 1.411 1.443
C9 0.974 -2.829 -1.977
C10 1.212 -2.126 -4.316
C11 3.011 -3.244 -0.708
C12 -3.996 -2.560 -0.733
C13 2.729 -4.243 -2.955
C14 -1.947 -4.189 3.438
C15 -1.923 3.117 0.126
C16 -0.394 2.683 1.948
C17 -2.332 1.126 -1.470
C18 -5.290 -3.242 -0.379
H1 -5.736 -0.148 0.420
H2 -1.441 -1.547 -3.480
H3 -4.131 -1.499 -0.946
H4 2.202 -1.806 -4.001
H5 -1.417 -5.121 3.635
H6 -5.246 1.384 1.167
H7 1.303 -2.933 -5.042
H8 -3.510 -3.030 -1.583
H9 -1.220 -3.098 -4.302
H10 1.939 -4.547 -3.634
H11 4.056 -3.147 -0.995
H12 -2.844 -4.420 2.864
H13 -1.518 -3.070 -2.562
H14 -5.800 -2.733 0.439
H15 -2.231 -3.750 4.393
H16 -4.623 -1.404 2.303
H17 -5.946 -3.229 -1.249
H18 0.145 2.983 2.837
H19 0.642 -3.152 -0.047
H20 3.114 -5.134 -2.460
H21 -6.402 0.330 1.983
H22 -1.404 4.551 1.638
H23 0.711 -1.288 -4.798
H24 -2.595 3.761 -0.424
H25 3.540 -3.780 -3.516
H26 2.732 -2.366 -0.130
H27 -0.165 -2.962 3.244
H28 -4.139 0.138 3.034
H29 -5.115 -4.279 -0.096
H30 -0.731 -3.694 1.722
H31 2.912 -4.142 -0.092

Calculated values
Net charge: +2
Orbital gap (spin up / spin down) in eV: 6.82 / 7.11

Results of the Löwdin charge analysis, in e, for atoms 1 through 2:
1. Ru 1.3801
2. P 0.5839

=====

Molecular formula: C18H31N5O3S
Method: DFT, ωB97M-V/def2-TZVPD

Element x y z (Å)
S1 0.512 1.277 -2.816
O1 -0.857 1.948 1.420
O2 -0.341 -0.649 2.033
O3 3.779 -0.671 -1.164
N1 -0.792 1.343 -3.863
N2 0.338 1.319 1.120
N3 1.693 -1.442 -0.806
N4 -3.093 0.519 -1.167
N5 -0.804 0.345 -4.658
C1 -4.258 1.357 -0.921
C2 2.436 0.649 3.667
C3 0.229 -0.523 -4.466
C4 1.983 -0.427 1.444
C5 -3.853 2.792 -0.618
C6 2.162 -1.828 3.574
C7 -3.506 -0.826 -1.543
C8 2.682 -0.603 2.820
C9 2.375 -0.852 -3.089
C10 1.098 -0.171 -3.473
C11 4.190 -0.741 2.591
C12 -2.342 -1.750 -1.871
C13 -2.213 0.518 -0.012
C14 2.677 -0.957 -1.597
C15 -2.887 2.851 0.564
C16 -1.727 1.928 0.273
C17 1.954 -1.707 0.601
C18 0.550 0.053 1.603
H1 -3.374 3.213 -1.507
H2 4.591 0.133 2.073
H3 -4.852 0.958 -0.077
H4 -2.532 3.869 0.735
H5 2.780 1.550 3.150
H6 4.441 -1.619 1.996
H7 3.225 -0.321 -3.517
H8 -4.122 -1.285 -0.749
H9 2.644 -1.885 4.553
H10 -2.710 -2.653 -2.361
H11 -4.741 3.390 -0.411
H12 2.555 0.319 0.885
H13 2.986 0.580 4.607
H14 -2.702 0.122 0.895
H15 -1.806 -2.066 -0.973
H16 2.379 -1.860 -3.509
H17 1.083 -1.777 3.721
H18 1.378 0.772 3.910
H19 -1.353 -0.115 -0.219
H20 1.114 1.965 1.100
H21 2.911 -2.220 0.670
H22 -4.895 1.327 -1.808
H23 0.780 -1.622 -1.192
H24 -3.383 2.511 1.478
H25 -1.166 2.297 -0.592
H26 0.304 -1.398 -5.094
H27 -1.647 -1.253 -2.549
H28 2.392 -2.754 3.044
H29 4.702 -0.833 3.551
H30 1.172 -2.367 0.974
H31 -4.143 -0.730 -2.425

Calculated values
Net charge: 0
SMILES: CCN1CCC[C@@H](ONC(=O)[C@H](CNC(=O)Cc2cnns2)C(C)(C)C)C1
Energy relative to the best compared isomer or geometry (same formula, charge and spin) in eV: 0.185
Orbital gap in eV: 8.85

Results of the Löwdin charge analysis, in e, for atoms 1 through 2:
1. S 1.0347
2. O -0.0527

=====

| no. | E_tot (eV) | molar mass (g/mol) |
| --- | --- | --- |
| 1 | -214601.2738 | 745.293 |
| 2 | -53553.1243 | 640.022 |
| 3 | -45086.2341 | 643.729 |
| 4 | -113166.9692 | 405.364 |
| 5 | -49405.5315 | 385.599 |
| 6 | -37972.6199 | 401.460 |
| 7 | -51320.6441 | 547.511 |
| 8 | -43596.5127 | 397.545 |